Record 1
{
  "formula": "C30H37BBr2FN4O5STm",
  "method": "wB97M-V/def2-TZVPD",
  "total_charge": 2,
  "energy_ev": -231742.51218,
  "relative_energy_kcal_mol": 27.2,
  "homo_energy_ev": [-11.719, -11.707],
  "spin_multiplicity": 3,
  "gap_ev": [6.73, 6.72],
  "species": ["Tm", "Br", "C", "Br", "H", "H", "C", "C", "N", "C", "C", "C", "O", "O", "C", "O", "C", "C", "C", "F", "C", "C", "C", "N", "C", "C", "N", "C", "C", "H", "H", "H", "H", "H", "H", "H", "H", "H", "H", "H", "H", "H", "H", "H", "H", "H", "H", "S", "C", "N", "C", "C", "C", "C", "C", "C", "H", "H", "H", "H", "H", "C", "C", "C", "O", "B", "O", "C", "C", "C", "H", "H", "H", "H", "H", "H", "H", "H", "H", "H", "H", "H"],
  "positions_angstrom": [[-0.0891, 0.3508, -2.9933], [1.0525, 0.1099, -6.6371], [2.8017, 0.6345, -6.0021], [2.4390, 1.6043, -4.3877], [3.3357, 1.3273, -6.7515], [3.4872, -0.1946, -5.7813], [-0.8856, 3.4518, 4.1143], [0.5750, 3.3598, 3.6859], [0.6777, 2.4548, 2.4913], [0.8351, 2.9953, 1.2927], [0.5925, 2.3388, 0.0719], [0.8542, 3.0324, -1.2400], [1.1266, 4.1796, -1.1989], [0.7133, 2.3180, -2.3263], [0.0222, 1.0680, 0.1360], [-0.4282, 0.3860, -0.8622], [0.0200, 0.4428, 1.4438], [-0.1931, -0.9516, 1.4928], [0.0695, -1.5982, 2.6557], [-0.1112, -2.9230, 2.6907], [0.4740, -0.9652, 3.8364], [0.5669, 0.4112, 3.8079], [0.3734, 1.0873, 2.6061], [0.7837, -1.6787, 5.0085], [-0.1657, -1.4685, 6.1076], [-0.0573, -2.6953, 6.9955], [1.4066, -2.8402, 7.3594], [2.3062, -3.0360, 6.1452], [1.5536, -2.8694, 4.8664], [-0.9141, 4.0675, 4.9739], [-1.2837, 2.4677, 4.3600], [-1.5321, 3.8158, 3.3668], [1.2150, 3.0061, 4.5119], [0.9289, 4.3501, 3.3080], [1.0691, 4.0164, 1.2524], [-0.4823, -1.4786, 0.5825], [0.8419, 0.8611, 4.7426], [-1.2106, -1.3423, 5.7362], [0.1731, -0.5864, 6.6774], [-0.2956, -3.5934, 6.4721], [-0.6686, -2.5719, 7.9000], [1.4361, -3.6712, 7.9354], [1.6777, -2.0476, 7.9500], [2.8518, -3.9409, 6.3714], [3.0659, -2.2831, 6.1910], [0.9104, -3.7443, 4.6431], [2.3985, -2.8176, 4.0788], [2.4504, -3.6836, -3.2660], [1.1958, -2.5425, -3.1898], [1.5193, -1.4197, -2.5921], [2.8000, -1.3990, -2.1256], [3.4745, -0.3515, -1.4674], [4.8108, -0.5460, -1.0717], [5.4614, -1.7559, -1.2768], [4.8045, -2.7959, -1.9805], [3.4866, -2.6287, -2.3995], [0.1915, -2.6399, -3.5392], [2.9744, 0.5850, -1.2139], [5.3917, 0.3087, -0.6165], [6.5000, -1.9456, -0.9850], [5.2581, -3.7416, -2.3143], [-4.1126, -0.3707, -5.8638], [-4.2651, 0.1336, -4.4372], [-5.7413, 0.2653, -4.1163], [-3.5542, -0.8976, -3.6337], [-2.2508, -0.5219, -3.5058], [-2.1379, 0.8549, -3.9458], [-3.4409, 1.4105, -4.0450], [-3.7564, 1.9953, -2.7056], [-3.4300, 2.4903, -5.1032], [-3.8995, -1.4720, -5.9288], [-3.2348, 0.0652, -6.3684], [-4.9531, -0.0692, -6.5129], [-6.1578, -0.7711, -4.1077], [-6.1604, 0.8401, -4.9559], [-5.9527, 0.7225, -3.1567], [-3.8709, 1.2971, -1.8796], [-4.6357, 2.6721, -2.7509], [-2.9103, 2.6768, -2.5300], [-2.8984, 2.2130, -6.0095], [-2.8545, 3.3542, -4.7375], [-4.4193, 2.8282, -5.3487]]
}

=====

Record 2
{
  "formula": "C30H37BF6MnN2O7S2Si",
  "method": "wB97M-V/def2-TZVPD",
  "total_charge": -1,
  "energy_ev": -126878.13719,
  "homo_energy_ev": [-4.553, -4.633],
  "spin_multiplicity": 5,
  "gap_ev": [7.07, 7.16],
  "species": ["Mn", "C", "Si", "C", "C", "N", "C", "C", "C", "C", "C", "C", "O", "C", "C", "C", "C", "C", "C", "H", "H", "H", "H", "H", "H", "H", "H", "H", "H", "H", "H", "H", "H", "H", "H", "H", "H", "C", "C", "C", "O", "B", "O", "C", "C", "C", "H", "H", "H", "H", "H", "H", "H", "H", "H", "H", "H", "H", "C", "C", "C", "C", "C", "C", "C", "H", "H", "H", "H", "H", "H", "H", "F", "C", "F", "F", "S", "O", "O", "N", "S", "O", "O", "C", "F", "F", "F"],
  "positions_angstrom": [[-0.1122, -0.4592, -0.4161], [0.1639, -4.9908, 1.6699], [0.2632, -3.8230, 0.1840], [-1.2869, -4.1717, -0.8224], [1.7067, -4.4125, -0.8726], [0.3441, -2.1632, 0.6623], [0.7617, -1.9253, 1.9591], [1.8485, -2.5876, 2.5544], [2.2072, -2.4065, 3.8767], [1.4981, -1.5199, 4.6746], [0.4463, -0.8070, 4.1184], [0.1103, -0.9859, 2.7879], [-0.9528, -0.2970, 2.2070], [-1.2872, 0.9306, 2.7238], [-2.6194, 1.1540, 3.0319], [-3.0041, 2.3792, 3.5547], [-2.0644, 3.3757, 3.7725], [-0.7353, 3.1492, 3.4368], [-0.3396, 1.9328, 2.9060], [-0.4026, -5.8766, 1.3697], [-0.3434, -4.5353, 2.5225], [1.1420, -5.3251, 2.0175], [-1.1314, -4.0005, -1.8821], [-2.1379, -3.5781, -0.4923], [-1.5431, -5.2292, -0.7006], [1.5833, -5.4852, -1.0590], [2.6658, -4.2631, -0.3705], [1.7506, -3.9059, -1.8382], [2.4378, -3.2434, 1.9240], [3.0591, -2.9452, 4.2731], [1.7603, -1.3724, 5.7145], [-0.1154, -0.1035, 4.7188], [-3.3310, 0.3588, 2.8561], [-4.0452, 2.5510, 3.7985], [-2.3657, 4.3285, 4.1897], [0.0028, 3.9273, 3.5898], [0.6925, 1.7405, 2.6487], [-2.8273, 4.3075, 0.2217], [-2.2620, 3.3850, -0.8452], [-3.2998, 3.2084, -1.9489], [-2.0533, 2.0846, -0.2456], [-0.7904, 1.6183, -0.5415], [-0.0514, 2.5860, -1.1904], [-0.8291, 3.7871, -1.3606], [-0.7684, 4.1544, -2.8375], [-0.1499, 4.8698, -0.5319], [-3.7881, 3.9140, 0.5562], [-2.9895, 5.3139, -0.1723], [-2.1715, 4.3684, 1.0868], [-4.2168, 2.8231, -1.4998], [-2.9704, 2.4973, -2.6961], [-3.5309, 4.1592, -2.4351], [-1.1106, 3.3325, -3.4622], [0.2663, 4.3733, -3.1044], [-1.3708, 5.0393, -3.0555], [-0.0820, 4.5757, 0.5161], [-0.6791, 5.8222, -0.5950], [0.8639, 5.0123, -0.9081], [1.6896, 0.4845, -0.0922], [2.8963, -0.3124, 0.1879], [3.3588, -1.2864, -0.7004], [4.5199, -1.9954, -0.4391], [5.2586, -1.7445, 0.7109], [4.8143, -0.7780, 1.6023], [3.6456, -0.0802, 1.3467], [1.5610, 0.6160, -1.1729], [1.6900, 1.4824, 0.3314], [2.7998, -1.4993, -1.6060], [4.8495, -2.7493, -1.1447], [6.1682, -2.2981, 0.9101], [5.3671, -0.5772, 2.5125], [3.2930, 0.6561, 2.0612], [-4.0228, -2.3140, -2.4378], [-3.0256, -2.1447, -3.3011], [-2.5201, -3.3341, -3.6080], [-3.5106, -1.5779, -4.4001], [-1.7576, -1.0043, -2.5096], [-2.0592, -1.1055, -1.0895], [-1.9705, 0.2481, -3.1697], [-0.2513, -1.5432, -2.5991], [0.3557, -1.5713, -4.1266], [1.5598, -2.3358, -4.0621], [-0.6587, -1.8480, -5.0964], [0.9192, 0.1748, -4.5048], [1.1614, 0.8620, -3.3973], [0.0087, 0.8208, -5.2268], [2.0447, 0.1078, -5.2183]]
}